[1]
The following is a quantum chemistry calculation of C34H31FIN7NiO7S as an isolated structure in a non-equilibrium geometry, from the OMol25 dataset.

Electronic energy   -123219.155 eV
Lowest unoccupied orbital energy   -1.5 eV
Gap between HOMO and LUMO   5.83 eV
ΔE to the lowest compared entry with this formula, charge and spin   0.0 kJ/mol

Geometry as ORCA input:
```
! RIJCOSX wB97M-V def2-TZVPD def2/J DEFGRID3
* xyz 0 1
Ni 1.4308 2.6861 1.5673
N -2.0492 -1.7170 -3.3337
C -1.9800 -0.8367 -2.2071
C -0.8987 0.0145 -2.0087
C -0.8413 0.8363 -0.8834
C -1.8455 0.7677 0.0672
C -2.9450 -0.0555 -0.1467
C -3.0212 -0.8369 -1.2829
S -1.7960 1.5262 1.6847
O -3.0947 2.1009 1.8972
O -1.4127 0.4224 2.5351
N -0.6254 2.6003 1.6197
C -0.6295 3.8720 2.0990
N -1.6218 4.5170 2.6982
C -1.3080 5.7314 3.1445
C -0.0456 6.3007 3.0512
C 0.9461 5.5319 2.4688
N 0.6353 4.3482 1.9670
H -1.4789 -1.3786 -4.0990
H -3.0048 -1.7671 -3.6696
H -0.1000 0.0642 -2.7425
H -0.0126 1.5248 -0.7538
H -3.7466 -0.0640 0.5810
H -3.9027 -1.4478 -1.4601
H -2.1122 6.2733 3.6315
H 0.1637 7.2773 3.4591
H 1.9858 5.8293 2.4084
F -0.9687 -3.1802 1.2930
C -0.0606 -2.6566 0.4409
C 0.6793 -1.5719 0.8126
C 1.5865 -1.0154 -0.0964
C 2.0708 0.3445 0.1574
O 1.7586 0.8562 1.2518
C 2.7330 0.9772 -0.9351
C 3.0741 0.2235 -2.0122
N 2.6564 -1.0422 -2.2489
C 3.0181 -1.7306 -3.4619
C 2.0289 -1.8094 -4.5944
C 3.2588 -0.9574 -4.7175
C 1.7981 -1.6354 -1.3338
C 1.0035 -2.7222 -1.6997
C 0.0233 -3.1875 -0.8475
N -0.9651 -4.0435 -1.3807
C -0.6366 -5.3024 -1.9987
C -1.3852 -5.3284 -3.3539
N -2.4569 -4.2750 -3.2887
C -3.2475 -4.4203 -2.0250
C -2.3188 -3.9962 -0.8691
C 2.9499 2.4923 -1.1145
O 3.7157 2.8175 -2.0241
O 2.2159 3.2084 -0.3938
H 0.4941 -1.0753 1.7578
H 3.6775 0.7060 -2.7695
H 3.6414 -2.6009 -3.2920
H 1.0906 -1.2916 -4.4437
H 1.9701 -2.7304 -5.1596
H 3.1209 0.1136 -4.6995
H 4.0632 -1.2990 -5.3517
H 1.0449 -3.1049 -2.7093
H -0.9235 -6.1578 -1.3749
H 0.4345 -5.3632 -2.1731
H -1.8703 -6.2815 -3.5569
H -0.7367 -5.0697 -4.1891
H -3.0505 -4.3068 -4.1144
H -1.9912 -3.3446 -3.2414
H -3.5523 -5.4636 -1.9601
H -4.1360 -3.7967 -2.0952
H -2.4903 -4.6487 -0.0075
H -2.5353 -2.9743 -0.5666
I -2.3867 2.4257 7.2243
C -0.6243 2.7289 6.1400
C -0.2390 1.7982 5.1896
C 0.9170 2.0227 4.4528
C 1.6816 3.1648 4.6597
C 1.2896 4.0715 5.6391
C 0.1359 3.8649 6.3789
C 2.9139 3.4871 3.8273
O 3.7358 4.2647 4.2927
O 2.9944 2.9475 2.6582
H -0.8406 0.9221 4.9924
H 1.2133 1.3003 3.7033
H 1.9081 4.9435 5.8071
H -0.1707 4.5814 7.1292
*
```

***

[2]
The following is a quantum chemistry calculation of C34H31IrN7 as an isolated structure in a non-equilibrium geometry, from the OMol25 dataset.

Electronic energy   -48991.590 eV
Lowest unoccupied orbital energy (spin up / spin down)   -14.1 / -13.7 eV
Gap between HOMO and LUMO (spin up / spin down)   5.96 / 6.30 eV
ΔE to the lowest compared entry with this formula, charge and spin   6.8 kJ/mol

Geometry as ORCA input:
```
! RIJCOSX wB97M-V def2-TZVPD def2/J DEFGRID3
* xyz 4 2
Ir -0.3601 0.0632 -0.0254
C 0.4496 -3.1757 -0.2578
C 1.8718 -2.9305 0.1986
C 2.5708 -1.7233 -0.3475
C 3.9097 -1.8709 -0.7192
C 4.6644 -0.7614 -1.0453
C 4.0739 0.4939 -1.0035
C 2.7358 0.5680 -0.6761
N 2.0026 -0.5155 -0.3692
N -0.5812 -2.3683 0.4188
C -0.5090 -2.4966 1.8890
C 0.3919 -1.5277 2.5691
C 0.8876 -1.8195 3.8336
C 1.6042 -0.8522 4.5178
C 1.8336 0.3755 3.9055
C 1.3338 0.5815 2.6361
N 0.6162 -0.3496 1.9925
C -1.9146 -2.8417 0.0146
C -2.9453 -1.7759 0.1669
C -4.2823 -2.0961 0.3452
C -5.2191 -1.0773 0.4320
C -4.7926 0.2406 0.3306
C -3.4458 0.4853 0.1438
N -2.5424 -0.5056 0.0775
H 0.2357 -4.2365 -0.0808
H 0.3758 -3.0119 -1.3324
H 2.4553 -3.8082 -0.0747
H 1.9228 -2.8637 1.2882
H 4.3474 -2.8597 -0.7266
H 5.7055 -0.8742 -1.3222
H 4.6304 1.3920 -1.2306
H 2.2459 1.5290 -0.6470
H -0.2381 -3.5197 2.1679
H -1.5069 -2.3166 2.3005
H 0.6914 -2.7891 4.2726
H 1.9816 -1.0507 5.5130
H 2.3856 1.1586 4.4059
H 1.5134 1.5152 2.1197
H -2.2035 -3.7195 0.6008
H -1.9009 -3.1846 -1.0209
H -4.5814 -3.1347 0.4012
H -6.2671 -1.3047 0.5831
H -5.4891 1.0648 0.3938
H -3.0838 1.4995 0.0518
C -0.4467 -1.8684 -4.2045
C 0.3391 -1.0038 -4.9498
C 0.7001 0.2157 -4.3984
C 0.3125 0.5284 -3.1007
N -0.3323 -0.3748 -2.3455
C -0.7373 -1.5162 -2.8971
C 0.4641 1.8595 -2.5196
C 0.8400 2.9630 -3.2746
C 0.8219 4.2171 -2.6873
C 0.4280 4.3337 -1.3663
C 0.0799 3.1904 -0.6557
N 0.1115 1.9814 -1.2363
C -0.3982 3.2286 0.7259
C -0.4509 4.3906 1.4876
C -0.9999 4.3479 2.7612
C -1.5084 3.1467 3.2315
C -1.3987 2.0251 2.4255
N -0.8391 2.0642 1.2170
H -0.8247 -2.7955 -4.6123
H 0.6365 -1.2580 -5.9594
H 1.2714 0.9169 -4.9875
H -1.3542 -2.1674 -2.2983
H 1.1067 2.8557 -4.3142
H 1.0974 5.0931 -3.2604
H 0.3868 5.3091 -0.9073
H -0.0775 5.3260 1.0993
H -1.0358 5.2424 3.3700
H -1.9752 3.0705 4.2035
H -1.7903 1.0728 2.7631
*
```

***

[3]
The following is a quantum chemistry calculation of C34H32AlN3OP as an isolated structure in a non-equilibrium geometry, from the OMol25 dataset.

Electronic energy   -58160.617 eV
Lowest unoccupied orbital energy   -9.6 eV
Gap between HOMO and LUMO   7.39 eV
ΔE to the lowest compared entry with this formula, charge and spin   0.0 kJ/mol

Geometry as ORCA input:
```
! RIJCOSX wB97M-V def2-TZVPD def2/J DEFGRID3
* xyz 3 1
Al -0.8407 0.1055 0.0910
C -3.8620 -0.6609 -1.2781
C -3.8662 -1.4261 0.0372
C -3.9698 -0.4758 1.2203
C -2.6146 -2.3071 0.1982
C -2.7014 -3.6026 -0.6227
O -1.4440 -3.6756 -1.2758
C -0.7611 -2.5902 -1.0851
N -1.3399 -1.6944 -0.2829
C 0.5341 -2.5675 -1.7480
C 0.7710 -3.6236 -2.6497
C 2.0008 -3.7934 -3.2536
C 3.0346 -2.9046 -2.9906
C 2.8083 -1.8337 -2.1418
C 1.5802 -1.6529 -1.5102
P 1.4719 -0.1865 -0.4330
C 2.0348 1.1376 -1.5236
C 3.3486 1.5947 -1.5618
C 3.6948 2.5600 -2.4936
C 2.7524 3.0479 -3.3868
C 1.4381 2.5941 -3.3440
C 1.0804 1.6465 -2.4043
C 2.7141 -0.4172 0.8651
C 3.1636 -1.6885 1.2246
C 4.1532 -1.8131 2.1848
C 4.6937 -0.6822 2.7820
C 4.2246 0.5816 2.4450
C 3.2219 0.7186 1.5024
H -4.7173 0.0084 -1.3280
H -3.9120 -1.3315 -2.1341
H -2.9402 -0.0524 -1.3579
H -4.7277 -2.0984 0.0496
H -3.0605 0.1380 1.2624
H -4.0712 -1.0208 2.1552
H -4.8282 0.1811 1.1184
H -2.4861 -2.5320 1.2644
H -3.4759 -3.5706 -1.3968
H -2.8407 -4.5061 -0.0249
H -0.0247 -4.3209 -2.8712
H 2.1569 -4.6229 -3.9220
H 4.0055 -3.0403 -3.4408
H 3.6043 -1.1299 -1.9525
H 4.0894 1.2077 -0.8753
H 4.7063 2.9345 -2.5244
H 3.0371 3.7890 -4.1186
H 0.7155 2.9842 -4.0460
H 0.0582 1.2433 -2.3434
H 2.7583 -2.5683 0.7425
H 4.5114 -2.7930 2.4660
H 5.4773 -0.7846 3.5162
H 4.6475 1.4577 2.9151
H 2.8502 1.7012 1.2359
C -0.4059 -0.0068 4.3250
C -1.0012 1.1954 4.6812
C -1.4488 2.0519 3.6824
C -1.3029 1.6805 2.3526
N -0.7526 0.4911 2.0207
C -0.3073 -0.3248 2.9816
C -1.7909 2.4781 1.2169
C -2.3804 3.7275 1.3710
C -2.8704 4.4018 0.2605
C -2.7502 3.8012 -0.9856
C -2.1514 2.5586 -1.0748
N -1.6809 1.8988 -0.0043
H -0.0514 -0.6850 5.0848
H -1.1382 1.4528 5.7216
H -1.9308 2.9763 3.9556
H 0.1136 -1.2684 2.6502
H -2.4703 4.1772 2.3460
H -3.3455 5.3661 0.3648
H -3.1235 4.2925 -1.8700
H -2.0629 2.0711 -2.0376
*
```

***

[4]
The following is a quantum chemistry calculation of C34H32BrN5O4S3Sn as an isolated structure in a non-equilibrium geometry, from the OMol25 dataset.

Electronic energy   -159800.328 eV
Lowest unoccupied orbital energy   4.1 eV
Gap between HOMO and LUMO   5.80 eV
ΔE to the lowest compared entry with this formula, charge and spin   0.0 kJ/mol

Geometry as ORCA input:
```
! RIJCOSX wB97M-V def2-TZVPD def2/J DEFGRID3
* xyz -2 1
Sn -0.1469 0.4674 0.2941
C -4.2211 2.9130 0.5681
C -2.7830 2.4032 0.3209
N -2.1936 1.4935 1.0224
N -2.8772 0.9638 2.0893
C -2.2366 0.0592 2.7677
S -0.7524 -0.8570 2.4198
S -2.9545 -0.2902 4.3533
C -4.0404 1.1142 4.5957
C -3.2474 2.3769 4.9632
C -3.1250 2.6732 6.3002
C -2.3702 3.7633 6.7363
C -1.7216 4.5932 5.8205
C -1.9059 4.2902 4.5009
C -2.6844 3.2495 4.0550
C -2.0632 3.1719 -0.6869
C -2.3803 3.1423 -2.0755
C -1.7929 4.0119 -2.9754
C -0.9941 5.0139 -2.4601
C -0.7393 5.1603 -1.1093
C -1.2130 4.2218 -0.1423
O -0.9903 4.3094 1.1168
H -4.8803 2.1097 0.8807
H -4.5873 3.3788 -0.3152
H -4.1426 3.6257 1.4204
H -4.6770 0.7493 5.3748
H -4.6711 1.2157 3.7261
H -3.6071 2.0742 7.0685
H -2.1657 3.9717 7.7579
H -1.0359 5.3913 6.0286
H -1.3270 4.8670 3.7457
H -2.6708 3.0611 2.9779
H -3.0581 2.3693 -2.3923
H -1.9069 3.9722 -4.0437
H -0.5519 5.6877 -3.1768
H -0.2016 5.9868 -0.7247
C 3.8493 -1.7233 -3.2984
C 4.7020 -2.4906 -2.2791
N 4.7558 -1.8176 -0.9843
C 5.9145 -0.8904 -0.7895
C 6.9359 -1.4249 0.1980
C 3.6880 -1.8204 -0.1676
S 3.5399 -0.9410 1.2728
N 2.7838 -2.7616 -0.5336
C 1.4431 -2.5951 -0.4734
O 0.8263 -1.5396 -0.6742
C 0.6384 -3.8151 -0.2055
C 1.2217 -5.0828 -0.3122
C 0.6120 -6.2492 0.0792
C -0.7059 -6.1724 0.5510
C -1.2671 -4.9341 0.7352
C -0.6547 -3.7343 0.3101
H 3.7765 -2.2293 -4.2822
H 4.2542 -0.7531 -3.4208
H 2.8422 -1.5839 -2.8964
H 5.7334 -2.6250 -2.6058
H 4.3160 -3.4704 -2.1030
H 5.5640 0.1093 -0.4298
H 6.3097 -0.6836 -1.7929
H 6.4321 -1.5260 1.1615
H 7.8173 -0.7383 0.2597
H 7.1736 -2.4554 -0.1298
H 2.2319 -5.1478 -0.7087
H 1.0450 -7.2180 -0.0271
H -1.2260 -7.0482 0.8718
H -2.2171 -4.8516 1.2179
H -1.2305 -2.7791 0.3230
Br 2.1766 1.1622 -4.7031
C 0.9093 -0.2234 -4.3483
C 0.9965 -1.3988 -5.0562
C 0.0692 -2.3846 -4.8146
C -0.9192 -2.1649 -3.8009
C -0.8998 -0.8926 -3.1819
N 0.0122 0.0228 -3.4445
C -1.9887 -0.6700 -2.1758
O -3.1153 -1.0941 -2.5014
O -1.6719 -0.3341 -0.9917
H 1.8263 -1.5213 -5.7333
H 0.1367 -3.3488 -5.3021
H -1.7207 -2.8649 -3.6149
*
```

***

[5]
The following is a quantum chemistry calculation of C34H32KNO2P2 as an isolated structure in a non-equilibrium geometry, from the OMol25 dataset.

Electronic energy   -76267.325 eV
Lowest unoccupied orbital energy   0.1 eV
Gap between HOMO and LUMO   8.01 eV
ΔE to the lowest compared entry with this formula, charge and spin   85.2 kJ/mol

Geometry as ORCA input:
```
! RIJCOSX wB97M-V def2-TZVPD def2/J DEFGRID3
* xyz 0 1
K -0.0173 -1.9217 -0.5271
N 2.6141 0.4502 -0.6967
P 1.1676 0.7635 -1.5693
C 0.1603 1.5587 -0.2577
C 0.5485 2.7631 0.3344
C -0.0866 3.2196 1.4765
C -1.1082 2.4700 2.0535
C -1.5085 1.2802 1.4706
C -0.8874 0.8385 0.3089
C 1.6476 2.2039 -2.5750
C 2.9656 2.4290 -2.9563
C 3.2841 3.5015 -3.7800
C 2.2877 4.3504 -4.2345
C 0.9671 4.1254 -3.8654
C 0.6483 3.0578 -3.0431
P 3.0110 -1.1170 -0.1028
C 4.6645 -0.7344 0.5800
C 5.0669 -1.2657 1.8045
C 6.3462 -1.0329 2.2853
C 7.2409 -0.2682 1.5501
C 6.8522 0.2569 0.3270
C 5.5748 0.0189 -0.1595
C 2.0364 -1.3007 1.4489
C 1.5662 -2.5695 1.7940
C 0.8003 -2.7595 2.9345
C 0.4938 -1.6774 3.7427
C 0.9682 -0.4126 3.4198
C 1.7356 -0.2246 2.2821
H 2.9329 1.2215 -0.1147
H 1.3512 3.3466 -0.1042
H 0.2180 4.1568 1.9252
H -1.5901 2.8187 2.9581
H -2.2858 0.6754 1.9188
H -1.2434 -0.0893 -0.1197
H 3.7437 1.7620 -2.6091
H 4.3141 3.6709 -4.0667
H 2.5364 5.1858 -4.8758
H 0.1849 4.7853 -4.2175
H -0.3832 2.8952 -2.7508
H 4.3717 -1.8483 2.3966
H 6.6416 -1.4445 3.2418
H 8.2372 -0.0827 1.9296
H 7.5450 0.8513 -0.2547
H 5.2861 0.4211 -1.1219
H 1.7914 -3.4214 1.1557
H 0.4036 -3.7381 3.1660
H -0.1410 -1.8157 4.6074
H 0.7205 0.4353 4.0455
H 2.0816 0.7726 2.0327
C -6.6860 -0.9808 -2.8953
C -5.7048 -1.2985 -1.7995
C -5.7350 -0.6328 -0.5863
C -4.8444 -0.9257 0.4453
C -4.9758 -0.1368 1.7252
C -3.8627 -1.9041 0.2477
C -3.8255 -2.5967 -0.9747
C -2.8521 -3.7198 -1.2632
C -4.7475 -2.2910 -1.9672
C -2.8197 -2.2094 1.3255
O -3.1749 -2.4054 2.4861
O -1.6210 -2.2250 0.8860
H -7.3656 -0.1837 -2.5954
H -7.2863 -1.8558 -3.1516
H -6.1725 -0.6611 -3.8042
H -6.4844 0.1356 -0.4225
H -6.0288 0.0541 1.9359
H -4.4909 0.8386 1.6252
H -4.5370 -0.6664 2.5654
H -2.4369 -4.1503 -0.3558
H -2.0199 -3.3854 -1.8961
H -3.3600 -4.5068 -1.8223
H -4.7245 -2.8544 -2.8960
*
```

***

[6]
The following is a quantum chemistry calculation of C34H33BrFN3PRuSSi as an isolated structure, from the OMol25 dataset.

Electronic energy   -143604.565 eV
Lowest unoccupied orbital energy (spin up / spin down)   -2.3 / -4.9 eV
Gap between HOMO and LUMO (spin up / spin down)   8.18 / 6.28 eV
ΔE to the lowest compared entry with this formula, charge and spin   0.0 kJ/mol

Geometry as ORCA input:
```
! RIJCOSX wB97M-V def2-TZVPD def2/J DEFGRID3
* xyz 1 5
Ru -1.0200 0.1834 0.0126
C 5.0110 -0.0576 -0.1974
C 4.3108 0.6828 0.7462
C 3.0328 0.2990 1.1189
C 2.4493 -0.8362 0.5539
C 3.1536 -1.5721 -0.3937
C 4.4333 -1.1838 -0.7644
P 0.7559 -1.2654 1.0139
C 0.8062 -1.9761 2.6729
C 1.9409 -1.8848 3.4751
C 1.9233 -2.4135 4.7577
C 0.7789 -3.0294 5.2421
C -0.3511 -3.1288 4.4400
C -0.3414 -2.6042 3.1587
C 0.0903 -2.4280 -0.1623
C 0.3281 -3.7665 -0.4484
C -0.3911 -4.3434 -1.4818
C -1.3214 -3.5888 -2.1972
C -1.5604 -2.2565 -1.8945
C -0.8534 -1.6615 -0.8490
H 6.0083 0.2434 -0.4904
H 4.7601 1.5606 1.1920
H 2.4950 0.8817 1.8582
H 2.7028 -2.4434 -0.8506
H 4.9799 -1.7632 -1.4968
H 2.8405 -1.4127 3.1047
H 2.8083 -2.3464 5.3765
H 0.7678 -3.4395 6.2433
H -1.2417 -3.6163 4.8135
H -1.2261 -2.6782 2.5385
H 1.0442 -4.3441 0.1236
H -0.2394 -5.3844 -1.7343
H -1.8777 -4.0590 -2.9985
H -2.3045 -1.7086 -2.4562
C -3.8272 2.3770 -3.3787
Si -3.3376 1.3972 -1.8649
C -4.4003 -0.1257 -1.7863
C -3.5063 2.5642 -0.4165
N -1.5771 0.8729 -1.8595
C -0.8093 0.6650 -2.9686
C -1.3398 0.4902 -4.2685
C -0.5298 0.2250 -5.3493
C 0.8521 0.1337 -5.1898
C 1.4204 0.3021 -3.9355
C 0.5965 0.5571 -2.8684
F 1.1555 0.7178 -1.6604
H -4.7485 2.8941 -3.0913
H -4.0617 1.7803 -4.2586
H -3.1066 3.1471 -3.6611
H -5.4218 0.1949 -1.5622
H -4.1037 -0.8412 -1.0223
H -4.4253 -0.6258 -2.7575
H -4.5207 2.4851 -0.0177
H -3.3666 3.5921 -0.7612
H -2.8318 2.3880 0.4195
H -2.4108 0.5305 -4.3989
H -0.9707 0.0784 -6.3255
H 1.4859 -0.0723 -6.0413
H 2.4876 0.2364 -3.7714
N -0.0495 3.3574 -1.0606
C 0.2327 3.1175 0.2264
N -0.1770 2.0608 0.8961
C 0.2723 2.1322 2.2316
C -0.0121 1.2252 3.2453
C 0.5560 1.4181 4.4934
C 1.3897 2.5045 4.7499
C 1.6536 3.4339 3.7582
C 1.0812 3.2338 2.5114
S 1.2250 4.2434 1.0991
H -0.6949 2.7471 -1.5342
H 0.1958 4.2344 -1.4831
H -0.6784 0.3949 3.0690
H 0.3390 0.7091 5.2816
H 1.8222 2.6331 5.7326
H 2.2810 4.2932 3.9533
Br -2.8323 -0.3608 1.5996
*
```